Here is a structure of composition C25H32HgN9SSe from the OMol25 dataset. Energies are from ωB97M-V/def2-TZVPD.

Atoms and positions in Å:
Hg: 1.377 -0.788 -0.461
N: 2.241 1.846 3.339
C: 1.838 1.565 2.054
S: 2.726 0.222 1.289
N: 1.050 2.469 1.467
N: 0.986 2.410 0.125
C: 0.378 3.396 -0.513
C: 0.073 4.711 0.047
C: 0.828 5.176 1.100
C: 0.370 6.252 1.836
C: -0.864 6.847 1.724
C: -1.579 6.447 0.572
C: -1.091 5.504 -0.334
C: 0.263 3.139 -1.997
C: 1.247 3.516 -2.940
C: 1.001 3.346 -4.260
C: -0.138 2.539 -4.665
C: -1.080 2.307 -3.681
N: -0.818 2.507 -2.357
H: 3.145 1.481 3.653
H: 1.839 2.619 3.824
H: 1.747 4.707 1.349
H: 1.131 6.652 2.520
H: -1.136 7.774 2.264
H: -2.576 6.898 0.315
H: -1.568 5.409 -1.288
H: 2.218 3.760 -2.478
H: 1.525 3.954 -4.989
H: -0.123 2.088 -5.642
H: -2.098 1.913 -3.907
N: -1.324 -0.196 -0.509
C: -1.853 -1.274 -1.222
C: -0.938 -1.717 -2.413
N: 0.473 -2.138 -2.032
C: 1.321 -2.428 -3.207
C: 2.393 -1.354 -3.613
N: 2.844 -0.482 -2.502
H: -1.529 -0.193 0.454
H: -1.412 0.657 -1.050
H: -2.861 -1.124 -1.660
H: -1.952 -2.140 -0.524
H: -0.878 -0.898 -3.177
H: -1.470 -2.583 -2.938
H: 0.440 -3.010 -1.473
H: 0.773 -2.523 -4.127
H: 1.804 -3.464 -3.104
H: 1.982 -0.673 -4.327
H: 3.201 -1.921 -4.158
H: 3.029 0.427 -2.904
H: 3.689 -0.827 -1.994
C: -0.573 -6.433 1.493
N: -0.614 -5.043 1.925
C: 0.271 -4.020 1.522
Se: 1.555 -4.182 0.279
N: 0.110 -2.951 2.319
C: -0.902 -3.217 3.288
C: -1.303 -2.476 4.346
C: -2.310 -3.104 5.178
C: -2.583 -4.445 5.090
C: -2.113 -5.218 3.977
C: -1.250 -4.620 3.127
H: -0.148 -6.379 0.479
H: -1.648 -6.749 1.433
H: -0.024 -7.095 2.161
H: 0.696 -2.101 2.216
H: -1.101 -1.400 4.384
H: -2.937 -2.329 5.767
H: -3.333 -4.834 5.830
H: -2.441 -6.211 3.696

## Properties
Relative energy (zero: lowest compared OMol25 entry of this formula, charge and spin): 256.2 kJ/mol
2S+1: 2
HOMO (spin up / spin down): -0.1328 / -0.2513 Ha
E_tot: -120206.917 eV
Molar mass: 770.21 g mol⁻¹
Gap between HOMO and LUMO (spin up / spin down): 4.147 / 7.349 eV